# 1
ORCA calculation (wB97M-V/def2-TZVPD) on a cluster of 12 separate species, C29H88N16O12 in total.

Last column: Mulliken charge in e.
Geometry (Å):
C1 5.500 -5.561 -2.169  -0.517
O1 4.601 -5.726 -1.067  -0.440
C2 3.573 -4.774 -1.021  -0.113
C3 2.803 -4.895 0.278  0.586
C4 1.463 -4.118 0.286  -1.140
N1 3.548 -4.431 1.424  -0.689
H1 6.264 -4.891 -1.769  0.258
H2 5.005 -5.110 -3.030  0.128
H3 5.930 -6.533 -2.393  0.294
H4 4.074 -3.790 -1.062  -0.272
H5 2.929 -4.810 -1.909  0.384
H6 2.531 -5.953 0.368  0.303
H7 0.908 -4.262 1.212  0.531
H8 0.827 -4.510 -0.520  0.126
H9 1.558 -3.047 0.100  0.113
H10 4.219 -3.710 1.191  0.236
H11 2.999 -4.066 2.185  0.268
C5 5.035 -3.616 -6.355  -0.815
O2 5.491 -3.138 -5.110  -0.339
C6 4.546 -2.435 -4.328  -0.752
C7 5.419 -1.543 -3.437  0.769
C8 4.679 -0.693 -2.418  -1.403
N2 6.144 -0.598 -4.366  -0.877
H12 4.474 -2.865 -6.917  0.321
H13 4.344 -4.456 -6.201  0.306
H14 5.861 -4.025 -6.930  0.271
H15 3.914 -1.732 -4.882  0.453
H16 3.884 -3.151 -3.831  0.267
H17 6.248 -2.089 -2.980  0.380
H18 4.316 -1.352 -1.628  0.188
H19 3.929 -0.004 -2.824  0.210
H20 5.210 0.129 -1.923  0.447
H21 6.541 -1.209 -5.079  0.279
H22 6.960 -0.333 -3.821  0.283
C9 5.426 6.171 -2.767  -0.818
O3 4.607 5.171 -2.247  -0.299
C10 3.277 5.220 -2.780  -1.027
C11 2.396 4.430 -1.786  0.853
C12 2.587 2.918 -1.939  -1.292
N3 0.990 4.711 -2.209  -0.796
H23 5.464 6.202 -3.861  0.315
H24 6.457 5.987 -2.447  0.269
H25 5.287 7.198 -2.403  0.304
H26 2.890 6.242 -2.758  0.412
H27 3.238 4.872 -3.814  0.330
H28 2.492 4.715 -0.740  0.436
H29 2.643 2.542 -2.958  0.361
H30 1.799 2.416 -1.376  0.106
H31 3.464 2.656 -1.333  0.450
H32 0.389 4.595 -1.396  0.128
H33 0.739 3.878 -2.737  0.272
C13 1.102 -0.337 -0.924  0.145
O4 0.700 -0.197 0.437  -0.339
C14 0.704 1.171 0.825  -0.350
C15 -0.071 1.301 2.140  0.159
C16 -1.547 0.900 1.985  -0.122
N4 -0.071 2.649 2.686  -0.129
H34 0.433 0.214 -1.597  -0.083
H35 1.021 -1.418 -1.025  -0.151
H36 2.080 0.094 -1.157  0.176
H37 1.692 1.618 0.963  0.621
H38 0.163 1.787 0.095  -0.410
H39 0.490 0.614 2.781  0.165
H40 -2.203 1.718 1.690  0.056
H41 -1.933 0.310 2.817  0.269
H42 -1.680 0.213 1.133  -0.406
H43 -0.206 3.377 1.992  -0.012
H44 -0.698 2.818 3.456  0.148
C17 -3.724 -1.746 0.342  0.254
O5 -4.860 -2.289 1.018  -0.455
C18 -4.640 -2.310 2.411  -0.806
C19 -3.505 -3.248 2.898  0.722
C20 -3.742 -4.688 2.309  -1.013
N5 -3.430 -3.268 4.346  -0.525
H45 -4.006 -1.390 -0.647  0.383
H46 -3.018 -2.574 0.233  0.188
H47 -3.251 -0.900 0.849  -0.332
H48 -4.522 -1.288 2.791  0.062
H49 -5.558 -2.679 2.879  0.512
H50 -2.582 -2.940 2.406  0.100
H51 -3.745 -4.668 1.220  -0.176
H52 -4.671 -5.147 2.649  0.371
H53 -2.895 -5.280 2.659  0.463
H54 -4.220 -3.735 4.771  0.266
H55 -2.570 -3.783 4.504  0.323
C21 -1.186 -1.975 -2.668  -0.498
O6 -2.165 -2.926 -3.093  -0.399
C22 -1.849 -4.251 -2.777  -0.522
C23 -3.144 -5.046 -3.051  0.679
C24 -4.254 -4.813 -2.042  -1.280
N6 -2.790 -6.489 -2.973  -0.719
H56 -1.151 -1.788 -1.594  0.101
H57 -1.578 -1.074 -3.136  0.127
H58 -0.186 -2.165 -3.062  0.472
H59 -1.014 -4.649 -3.371  0.347
H60 -1.526 -4.418 -1.740  0.073
H61 -3.461 -4.714 -4.043  0.258
H62 -5.245 -4.949 -2.470  0.401
H63 -4.227 -3.760 -1.730  0.089
H64 -4.119 -5.226 -1.041  0.339
H65 -2.333 -6.707 -3.854  0.248
H66 -3.608 -7.083 -2.918  0.243
N7 0.105 6.709 1.522  -0.336
C25 -0.910 6.244 0.736  0.523
N8 -1.588 7.258 0.126  -0.442
O7 -1.067 5.061 0.433  -0.617
H67 0.707 6.057 2.010  0.300
H68 0.250 7.692 1.610  0.146
H69 -1.384 8.215 0.320  0.125
H70 -2.204 7.033 -0.635  0.231
N9 -7.208 1.838 0.972  -0.437
C26 -5.860 1.828 1.025  0.607
N10 -5.318 1.594 2.250  -0.232
O8 -5.091 2.015 0.071  -0.664
H71 -7.628 2.146 0.112  0.257
H72 -7.827 1.740 1.752  0.145
H73 -5.990 1.429 2.978  0.154
H74 -4.319 1.617 2.335  0.040
N11 0.168 6.487 6.550  -0.400
C27 -0.494 5.486 5.907  0.574
N12 -1.182 4.667 6.752  -0.385
O9 -0.426 5.286 4.698  -0.634
H75 0.284 6.498 7.546  0.163
H76 0.693 7.199 6.077  0.217
H77 -1.752 3.999 6.262  0.200
H78 -1.413 4.991 7.671  0.189
N13 -2.934 0.344 5.193  -0.320
C28 -1.708 -0.009 5.704  0.412
N14 -1.251 -1.189 5.253  -0.305
O10 -1.066 0.709 6.476  -0.655
H79 -3.572 -0.442 5.161  0.225
H80 -3.323 1.196 5.560  0.175
H81 -0.279 -1.417 5.317  0.185
H82 -1.951 -1.796 4.857  0.188
N15 -2.251 2.708 -0.803  0.107
C29 -2.034 2.016 -1.927  0.777
N16 -3.137 1.318 -2.273  -0.372
O11 -1.013 2.117 -2.629  -0.685
H83 -1.614 3.436 -0.517  0.051
H84 -3.046 2.489 -0.226  0.051
H85 -3.046 0.578 -2.942  0.264
H86 -3.849 1.428 -1.566  0.200
O12 1.787 4.881 3.349  -0.784
H87 1.744 3.917 3.282  0.325
H88 0.922 5.132 3.759  0.360

Results
- HOMO: -8.28 eV
- Multiplicity: 1
- Energy above the lowest of the compared OMol25 structures with the same formula, charge and spin: 35.0 kcal/mol
- M: 853.12 g mol⁻¹
- Charge: 0
- SMILES: COC[C@H](C)N.COC[C@H](C)N.COC[C@H](C)N.COC[C@H](C)N.COC[C@H](C)N.COC[C@H](C)N.NC(N)=O.NC(N)=O.NC(N)=O.NC(N)=O.NC(N)=O.O
- Kohn-Sham gap: 8.413 eV



# 2
ORCA calculation (wB97M-V/def2-TZVPD) on a structure of composition C28H27F5GaN8O2S3.

Last column: Mulliken charge in e.
Geometry (Å):
Ga1 -0.082 0.029 1.266  -0.417
N1 1.722 6.039 -3.858  -0.607
C1 1.511 5.377 -2.648  1.194
C2 2.095 4.130 -2.415  -1.036
C3 1.923 3.494 -1.200  -0.079
C4 1.158 4.092 -0.208  -0.469
C5 0.576 5.330 -0.426  -0.237
C6 0.758 5.974 -1.636  -0.821
S1 0.934 3.266 1.336  1.386
O1 0.298 4.191 2.234  -0.774
O2 2.185 2.675 1.708  -0.720
N2 -0.082 2.024 1.006  0.195
C7 -1.370 2.253 0.580  0.318
N3 -2.048 1.095 0.558  0.109
C8 -3.296 1.098 0.126  -0.004
C9 -3.892 2.284 -0.285  -0.930
C10 -3.117 3.425 -0.199  -0.393
N4 -1.855 3.439 0.228  -0.379
H1 1.956 5.438 -4.631  0.227
H2 1.011 6.709 -4.102  0.221
H3 2.691 3.662 -3.190  0.305
H4 2.383 2.531 -1.021  0.384
H5 -0.027 5.768 0.356  0.479
H6 0.308 6.945 -1.808  0.287
H7 -3.806 0.142 0.130  0.287
H8 -4.913 2.314 -0.633  0.420
H9 -3.522 4.390 -0.489  0.396
N5 -1.233 -0.221 2.939  0.001
H10 -0.834 -0.904 3.577  0.358
H11 -2.224 -0.507 2.761  -0.185
H12 -1.279 0.664 3.439  0.258
C11 -6.438 -3.277 1.882  -0.934
N6 -5.182 -3.069 1.208  0.121
C12 -4.723 -3.787 0.122  -0.425
C13 -3.509 -3.256 -0.180  -0.859
N7 -3.204 -2.234 0.686  -0.036
C14 -4.231 -2.131 1.526  -0.002
S2 -4.409 -0.995 2.816  -0.607
H13 -6.542 -4.323 2.177  0.331
H14 -7.278 -3.003 1.239  0.305
H15 -6.449 -2.646 2.768  0.267
H16 -5.294 -4.587 -0.316  0.450
H17 -2.833 -3.544 -0.971  0.411
H18 -1.222 -1.702 0.141  0.419
C15 0.988 -0.456 -2.513  -1.595
C16 1.351 -1.705 -1.753  0.445
C17 2.371 -2.523 -2.227  -0.500
C18 2.694 -3.709 -1.589  -0.825
C19 1.970 -4.096 -0.471  -0.853
C20 0.949 -3.299 0.033  1.632
C21 0.165 -3.738 1.238  -1.210
C22 0.651 -2.073 -0.591  -0.373
N8 -0.354 -1.219 -0.098  0.749
H19 1.869 -0.033 -3.000  0.375
H20 0.543 0.296 -1.867  0.071
H21 0.253 -0.689 -3.289  0.392
H22 2.921 -2.216 -3.110  0.390
H23 3.500 -4.330 -1.961  0.412
H24 2.204 -5.029 0.030  0.360
H25 0.562 -4.674 1.634  0.445
H26 -0.892 -3.881 1.004  0.146
H27 0.217 -2.985 2.025  0.152
F1 6.533 -1.453 -0.724  -0.355
C23 5.447 -1.234 0.028  0.688
C24 4.417 -0.443 -0.442  -0.010
F2 4.501 0.112 -1.657  -0.401
C25 3.300 -0.237 0.342  -0.292
F3 2.314 0.509 -0.176  0.019
C26 3.147 -0.797 1.603  0.583
S3 1.756 -0.528 2.623  -0.579
C27 4.205 -1.589 2.045  0.324
F4 4.148 -2.172 3.249  -0.383
C28 5.334 -1.811 1.280  0.307
F5 6.323 -2.587 1.742  -0.332

Results
- HOMO: -4.36 eV
- Multiplicity: 1
- Energy above the lowest of the compared OMol25 structures with the same formula, charge and spin: 0.0 kcal/mol
- M: 768.49 g mol⁻¹
- Charge: -1
- Kohn-Sham gap: 6.810 eV



# 3
ORCA calculation (wB97M-V/def2-TZVPD) on a cluster of 8 separate species, C30H67BF3N2O9 in total.

Last column: Mulliken charge in e.
Geometry (Å):
C1 2.332 -0.206 3.478  -0.496
C2 2.626 0.681 2.538  -1.505
C3 2.334 0.318 1.126  -0.487
N1 3.295 -0.388 0.485  0.809
C4 3.207 -0.814 -0.784  -0.245
C5 4.369 -1.596 -1.337  -0.235
C6 5.734 -1.182 -0.754  -1.612
C7 6.045 0.301 -0.869  1.183
F1 7.345 0.481 -1.132  -0.321
F2 5.353 0.893 -1.847  -0.295
F3 5.795 0.970 0.272  -0.245
C8 2.068 -0.537 -1.493  -1.138
C9 1.033 0.170 -0.859  0.628
C10 -0.194 0.370 -1.716  -1.300
C11 -1.173 -0.817 -1.524  -0.364
O1 -2.390 -0.400 -0.992  -0.250
C12 -3.217 -1.484 -0.565  -0.167
C13 -3.775 -1.220 0.832  -1.117
C14 1.145 0.638 0.468  1.712
B1 0.084 1.506 1.302  0.431
O2 0.607 2.628 1.921  -0.589
N2 -1.318 1.187 1.450  0.368
C15 -2.074 2.209 0.667  -1.248
C16 -1.746 1.311 2.859  -1.327
H1 2.000 -1.200 3.207  -0.021
H2 2.435 0.031 4.527  0.366
H3 3.088 1.633 2.750  0.450
H4 4.119 -0.593 1.032  0.468
H5 4.374 -1.556 -2.420  0.533
H6 4.261 -2.650 -1.081  0.130
H7 5.734 -1.469 0.297  0.457
H8 6.540 -1.743 -1.211  0.474
H9 1.912 -0.876 -2.503  0.543
H10 0.149 0.307 -2.745  0.669
H11 -0.680 1.325 -1.558  0.439
H12 -1.294 -1.353 -2.471  0.408
H13 -0.715 -1.542 -0.834  0.085
H14 -4.001 -1.627 -1.298  0.348
H15 -2.664 -2.428 -0.511  0.206
H16 -4.615 -1.889 0.980  0.491
H17 -4.068 -0.184 0.962  0.094
H18 -2.972 -1.466 1.523  0.300
H19 1.015 3.210 1.263  0.139
H20 -2.374 3.040 1.306  0.467
H21 -1.444 2.639 -0.112  0.430
H22 -2.963 1.753 0.244  0.139
H23 -1.320 0.525 3.479  0.286
H24 -1.528 2.294 3.284  0.363
H25 -2.828 1.191 2.883  0.404
C17 2.285 -5.424 -1.449  -0.702
C18 1.486 -4.806 -2.581  -0.284
O3 2.172 -3.690 -3.155  -0.476
H26 2.479 -4.681 -0.674  -0.051
H27 1.752 -6.264 -1.003  0.365
H28 3.252 -5.782 -1.810  0.371
H29 0.530 -4.433 -2.218  0.231
H30 1.291 -5.548 -3.360  0.304
H31 3.010 -4.019 -3.495  0.280
C19 -8.488 -1.839 -1.155  -0.970
C20 -7.098 -1.510 -1.665  -0.364
O4 -6.086 -2.217 -0.936  -0.406
H32 -8.576 -1.596 -0.098  0.286
H33 -9.249 -1.287 -1.703  0.364
H34 -8.695 -2.907 -1.259  0.244
H35 -6.885 -0.449 -1.542  0.289
H36 -7.011 -1.758 -2.728  0.292
H37 -6.269 -3.155 -1.051  0.238
C21 4.656 4.026 0.100  -0.804
C22 3.360 3.949 -0.682  0.474
O5 2.284 4.563 0.032  -0.548
H38 4.547 3.540 1.072  -0.012
H39 5.472 3.546 -0.443  0.180
H40 4.930 5.066 0.287  0.440
H41 3.076 2.907 -0.852  -0.185
H42 3.469 4.439 -1.653  0.230
H43 2.512 5.486 0.180  0.289
C23 -12.816 -3.333 -1.488  -1.013
C24 -11.997 -3.263 -0.213  -0.256
O6 -11.253 -2.048 -0.131  -0.453
H44 -12.168 -3.249 -2.361  0.262
H45 -13.368 -4.271 -1.549  0.333
H46 -13.532 -2.508 -1.532  0.322
H47 -11.272 -4.075 -0.179  0.282
H48 -12.646 -3.348 0.664  0.277
H49 -11.882 -1.320 -0.146  0.267
C25 4.262 4.388 4.119  -0.737
C26 2.895 4.609 4.743  -0.198
O7 1.870 4.674 3.758  -0.498
H50 4.492 5.188 3.416  0.202
H51 5.043 4.355 4.880  0.398
H52 4.286 3.447 3.561  0.078
H53 2.873 5.554 5.283  0.335
H54 2.665 3.805 5.452  0.235
H55 1.864 3.840 3.276  0.299
C27 0.025 -5.321 2.915  -1.300
C28 0.753 -4.236 2.148  0.150
O8 1.056 -3.114 2.982  -0.510
H56 -0.900 -4.931 3.339  0.303
H57 -0.215 -6.165 2.267  0.372
H58 0.637 -5.686 3.743  0.367
H59 0.133 -3.860 1.334  0.110
H60 1.682 -4.626 1.721  0.139
H61 1.610 -3.434 3.702  0.264
C29 6.519 5.069 -4.108  -0.869
C30 5.169 5.728 -4.320  -0.273
O9 4.698 6.357 -3.129  -0.492
H62 6.459 4.327 -3.310  0.126
H63 6.864 4.577 -5.019  0.335
H64 7.267 5.807 -3.811  0.340
H65 4.421 4.987 -4.598  0.272
H66 5.228 6.472 -5.120  0.314
H67 5.342 7.027 -2.877  0.285

Results
- HOMO: -10.82 eV
- Multiplicity: 1
- Energy above the lowest of the compared OMol25 structures with the same formula, charge and spin: 0.0 kcal/mol
- M: 667.68 g mol⁻¹
- Charge: +1
- Kohn-Sham gap: 7.761 eV